A molecular structure, C33H87CrO31S10, computed with wB97M-V/def2-TZVPD.

Output
- molecular weight (u) = 1352.69
- HOMO level (alpha / beta) (eV) = -10.38 / -10.40
- net charge = +1
- LUMO level (alpha / beta) (eV) = -2.980 / -2.351
- spin multiplicity = 5
- HOMO-LUMO gap (alpha / beta) (eV) = 7.4 / 8.1
- energy (eV) = -235863.0275

Each line ends with the Löwdin spin population.
Positions of all 162 atoms, in Å:
1 Cr -3.131 -2.564 1.322  3.787
2 C 0.766 -0.153 0.947  0.002
3 C -0.614 -0.214 0.406  0.008
4 C -0.646 -0.158 -1.095  0.001
5 O -1.335 -1.295 0.871  0.071
6 H 1.435 0.683 0.741  0.000
7 H 1.390 -0.920 0.488  0.000
8 H 0.738 -0.303 2.026  0.000
9 H -1.062 0.693 0.811  0.001
10 H 0.141 0.519 -1.426  0.000
11 H -1.625 0.138 -1.471  0.000
12 H -0.295 -1.138 -1.419  0.000
13 O -4.543 -1.395 0.412  0.024
14 S -5.661 -0.622 -0.153  0.007
15 O -6.689 -1.323 -0.937  0.002
16 O -6.405 0.110 1.084  0.002
17 C -7.587 0.749 0.817  0.000
18 C -8.191 1.122 2.237  0.000
19 C -5.043 0.884 -1.074  0.000
20 H -8.301 0.190 0.212  0.000
21 H -7.193 1.619 0.292  0.000
22 H -7.411 1.625 2.808  0.000
23 H -8.544 0.215 2.728  0.000
24 H -9.017 1.821 2.110  0.000
25 H -4.579 0.573 -2.010  0.000
26 H -4.209 1.299 -0.508  0.000
27 H -5.821 1.633 -1.224  0.000
28 O -3.585 4.800 3.629  0.000
29 S -2.169 5.142 3.782  0.000
30 O -1.436 5.415 5.025  0.000
31 O -1.289 4.119 2.809  0.000
32 C 0.109 4.250 2.906  0.000
33 C 0.569 2.952 2.250  0.000
34 C -1.958 6.589 2.684  0.000
35 H 0.586 4.565 3.834  0.000
36 H 0.286 5.068 2.207  0.000
37 H 0.465 2.141 2.971  0.000
38 H 1.580 3.037 1.853  0.000
39 H -0.087 2.655 1.432  0.000
40 H -2.534 6.506 1.762  0.000
41 H -0.924 6.750 2.381  0.000
42 H -2.241 7.429 3.319  0.000
43 O -3.472 -3.533 -0.908  0.015
44 S -3.515 -3.177 -2.361  0.002
45 O -3.680 -1.791 -2.855  0.000
46 O -2.150 -3.816 -3.007  0.001
47 C -1.845 -3.375 -4.330  0.000
48 C -0.324 -3.363 -4.304  0.000
49 C -4.819 -4.211 -3.145  0.000
50 H -2.226 -2.401 -4.638  0.000
51 H -2.278 -4.057 -5.062  0.000
52 H 0.085 -3.208 -5.302  0.000
53 H 0.163 -4.241 -3.881  0.000
54 H 0.167 -2.587 -3.717  0.000
55 H -4.899 -4.059 -4.221  0.000
56 H -5.819 -4.089 -2.729  0.000
57 H -4.416 -5.206 -2.955  0.000
58 O 6.023 1.965 -4.600  0.000
59 S 5.750 0.540 -4.576  0.000
60 O 6.802 -0.495 -4.357  0.000
61 O 4.585 0.365 -3.362  0.000
62 C 4.624 -0.872 -2.712  0.000
63 C 3.349 -0.881 -1.748  0.000
64 C 4.762 0.092 -6.082  0.000
65 H 5.533 -0.993 -2.123  0.000
66 H 4.408 -1.633 -3.462  0.000
67 H 3.337 -0.090 -0.998  0.000
68 H 3.270 -1.772 -1.125  0.000
69 H 2.446 -0.723 -2.338  0.000
70 H 4.493 1.064 -6.497  0.000
71 H 3.969 -0.626 -5.872  0.000
72 H 5.484 -0.417 -6.720  0.000
73 O -3.767 -1.288 2.853  0.030
74 S -4.020 -0.199 3.816  0.006
75 O -5.353 -0.127 4.476  0.000
76 O -2.834 -0.395 4.997  0.002
77 C -1.458 -0.335 4.639  0.000
78 C -0.881 0.663 5.596  0.000
79 C -3.526 1.500 3.078  0.001
80 H -1.181 0.009 3.642  0.000
81 H -1.022 -1.330 4.731  0.000
82 H 0.128 0.924 5.278  0.000
83 H -0.918 0.233 6.597  0.000
84 H -1.530 1.537 5.656  0.000
85 H -3.144 2.155 3.862  0.000
86 H -4.408 1.912 2.588  0.000
87 H -2.742 1.331 2.340  0.000
88 O 1.142 -1.070 -6.098  0.000
89 S 0.236 -0.075 -6.672  0.000
90 O -1.189 -0.415 -6.819  0.000
91 O 0.425 1.323 -5.831  0.000
92 C -0.712 2.122 -5.533  0.000
93 C -1.296 1.528 -4.233  0.000
94 C 0.869 0.638 -8.208  0.000
95 H -1.401 2.080 -6.377  0.000
96 H -0.423 3.139 -5.269  0.000
97 H -0.535 1.394 -3.465  0.000
98 H -1.695 0.537 -4.450  0.000
99 H -2.063 2.192 -3.834  0.000
100 H 0.798 -0.042 -9.057  0.000
101 H 1.925 0.779 -7.978  0.000
102 H 0.344 1.586 -8.320  0.000
103 O -2.088 6.059 -1.287  0.000
104 S -1.115 4.986 -1.468  0.000
105 O -0.538 4.595 -2.783  0.000
106 O 0.138 5.181 -0.387  0.000
107 C 0.881 6.385 -0.497  0.000
108 C 2.163 6.342 0.314  0.000
109 C -1.903 3.501 -0.698  0.000
110 H 0.337 7.219 -0.052  0.000
111 H 1.138 6.565 -1.541  0.000
112 H 2.830 7.161 0.045  0.000
113 H 2.714 5.410 0.190  0.000
114 H 1.990 6.423 1.387  0.000
115 H -2.739 3.197 -1.327  0.000
116 H -2.269 3.757 0.297  0.000
117 H -1.251 2.629 -0.640  0.000
118 O 5.568 2.271 4.830  0.000
119 S 4.231 2.245 4.178  0.000
120 O 3.331 3.438 4.365  0.000
121 O 4.366 1.853 2.573  0.000
122 C 5.118 2.688 1.752  0.000
123 C 4.733 2.170 0.307  0.000
124 C 3.417 0.649 4.524  0.000
125 H 6.189 2.546 1.898  0.000
126 H 4.964 3.762 1.852  0.000
127 H 4.683 1.084 0.232  0.000
128 H 5.458 2.590 -0.390  0.000
129 H 3.829 2.660 -0.055  0.000
130 H 3.054 0.656 5.551  0.000
131 H 4.204 -0.068 4.292  0.000
132 H 2.549 0.589 3.866  0.000
133 O -0.907 -6.049 -0.830  0.002
134 S -0.710 -5.055 0.245  0.005
135 O -1.879 -4.316 0.804  0.026
136 O -0.008 -5.759 1.576  0.001
137 C 0.707 -6.983 1.482  0.000
138 C 0.992 -7.447 2.865  0.000
139 C 0.685 -3.956 -0.224  0.001
140 H 1.632 -6.761 0.949  0.000
141 H 0.139 -7.739 0.941  0.000
142 H -0.009 -7.564 3.280  0.000
143 H 1.688 -6.765 3.354  0.000
144 H 1.425 -8.447 2.892  0.000
145 H 0.773 -3.336 0.668  0.000
146 H 0.403 -3.331 -1.072  0.000
147 H 1.533 -4.596 -0.469  0.000
148 O 4.237 -4.169 -0.262  0.000
149 S 4.558 -4.025 1.153  0.000
150 O 5.576 -3.114 1.620  0.000
151 O 3.117 -3.547 1.899  0.000
152 C 3.263 -3.162 3.215  0.000
153 C 1.863 -3.058 3.851  0.000
154 C 4.704 -5.748 1.878  0.000
155 H 3.904 -2.287 3.318  0.000
156 H 3.799 -3.917 3.792  0.000
157 H 1.408 -4.046 3.778  0.000
158 H 1.327 -2.235 3.378  0.000
159 H 1.970 -2.793 4.903  0.000
160 H 5.398 -6.206 1.173  0.000
161 H 3.786 -6.328 1.785  0.000
162 H 5.129 -5.726 2.882  0.000